Arrangement w

Computed, not measured: an isolated molecule of C21H24N2O6S, with the ωB97M-V functional and the def2-TZVPD basis.

Last column: natural (NBO) charge in e.
Geometry (Å):
O 0.793 2.223 -2.167  -0.65
C -0.303 1.696 -2.217  0.67
C -1.471 2.143 -1.330  -0.31
N -1.688 1.282 -0.184  -0.70
C -1.037 1.565 1.027  0.21
C 0.213 2.186 1.042  -0.28
C 0.838 2.452 2.244  -0.21
C 0.243 2.110 3.450  0.20
C -1.023 1.517 3.439  0.24
C -1.655 1.250 2.233  -0.30
O -1.684 1.195 4.597  -0.48
C -1.138 1.817 5.739  -0.10
C 0.384 1.687 5.731  -0.10
O 0.924 2.362 4.618  -0.48
S -2.552 -0.130 -0.415  2.33
O -3.005 -0.097 -1.784  -0.97
O -3.562 -0.266 0.592  -0.92
C -1.427 -1.520 -0.247  -0.33
C -0.459 -1.584 0.735  -0.12
C 0.337 -2.715 0.821  -0.21
C 0.153 -3.769 -0.057  -0.19
C -0.832 -3.701 -1.028  -0.21
C -1.626 -2.570 -1.123  -0.19
N -0.630 0.716 -3.076  -0.62
C 0.382 0.041 -3.849  -0.26
C 0.852 -1.248 -3.137  0.09
C 2.185 -1.753 -3.703  -0.43
C 3.217 -0.977 -2.875  -0.44
C 2.421 -0.502 -1.643  -0.08
O 1.103 -1.014 -1.771  -0.54
H -2.392 2.138 -1.916  0.24
H -1.275 3.155 -0.968  0.24
H 0.706 2.448 0.121  0.25
H 1.808 2.922 2.268  0.23
H -2.627 0.788 2.248  0.26
H -1.409 2.881 5.753  0.18
H -1.576 1.315 6.603  0.20
H 0.654 0.623 5.693  0.18
H 0.827 2.146 6.617  0.20
H -0.319 -0.763 1.417  0.23
H 1.105 -2.770 1.579  0.22
H 0.778 -4.647 0.015  0.22
H -0.981 -4.524 -1.711  0.22
H -2.399 -2.483 -1.870  0.24
H -1.526 0.258 -2.940  0.43
H 1.218 0.736 -3.947  0.23
H -0.012 -0.205 -4.837  0.20
H 0.054 -1.995 -3.181  0.19
H 2.274 -2.824 -3.522  0.21
H 2.273 -1.567 -4.771  0.21
H 3.604 -0.124 -3.429  0.21
H 4.056 -1.608 -2.590  0.21
H 2.819 -0.890 -0.702  0.18
H 2.389 0.592 -1.590  0.20

Values from the calculation:
LUMO energy, eV: 0.690
Kohn-Sham gap, eV: 8.8
SMILES string: O=C(CN(c1ccc2c(c1)OCCO2)S(=O)(=O)c1ccccc1)NC[C@H]1CCCO1

---

Arrangement x

Computed, not measured: an isolated molecule of C21H24N2O6S, with the ωB97M-V functional and the def2-TZVPD basis.

Last column: natural (NBO) charge in e.
Geometry (Å):
C -7.512 -1.732 1.781  -0.26
O -7.060 -1.310 0.513  -0.48
C -5.732 -1.174 0.302  0.33
C -4.745 -1.396 1.262  -0.33
C -3.412 -1.222 0.929  -0.10
C -3.064 -0.837 -0.348  -0.40
S -1.353 -0.536 -0.755  2.35
O -1.118 -0.855 -2.129  -0.93
O -0.517 -1.132 0.253  -0.96
N -1.140 1.096 -0.585  -0.70
C -1.502 1.998 -1.648  -0.23
C -0.570 3.208 -1.599  -0.41
C -0.640 3.870 -0.223  -0.40
C -0.322 2.848 0.880  -0.30
C 1.184 2.536 0.828  0.68
O 1.976 3.439 1.016  -0.63
N 1.519 1.252 0.574  -0.64
C 2.800 0.694 0.463  0.22
C 3.976 1.430 0.585  -0.27
C 5.196 0.793 0.478  -0.22
C 5.272 -0.572 0.239  0.18
C 4.092 -1.306 0.082  0.30
C 2.866 -0.671 0.205  -0.32
O 4.102 -2.650 -0.196  -0.50
C 5.359 -3.118 -0.630  -0.10
C 6.465 -2.565 0.269  -0.09
O 6.514 -1.161 0.171  -0.49
C -1.266 1.654 0.739  -0.25
C -4.032 -0.614 -1.313  -0.16
C -5.361 -0.782 -0.991  -0.25
H -7.121 -2.722 2.036  0.18
H -8.596 -1.782 1.702  0.21
H -7.238 -1.017 2.563  0.18
H -5.001 -1.705 2.262  0.23
H -2.631 -1.402 1.651  0.23
H -2.550 2.323 -1.542  0.17
H -1.388 1.447 -2.582  0.24
H 0.451 2.876 -1.790  0.22
H -0.855 3.920 -2.374  0.22
H -1.642 4.276 -0.061  0.20
H 0.078 4.688 -0.164  0.24
H -0.491 3.323 1.853  0.24
H 0.784 0.575 0.409  0.43
H 3.929 2.489 0.772  0.25
H 6.117 1.343 0.582  0.22
H 1.965 -1.255 0.093  0.24
H 5.318 -4.207 -0.585  0.20
H 5.543 -2.797 -1.664  0.18
H 7.446 -2.933 -0.036  0.20
H 6.265 -2.863 1.308  0.18
H -2.300 1.993 0.917  0.20
H -1.036 0.868 1.461  0.23
H -3.725 -0.331 -2.307  0.24
H -6.140 -0.623 -1.719  0.23

Values from the calculation:
LUMO energy, eV: 0.490
Kohn-Sham gap, eV: 8.1
SMILES string: COc1ccc(S(=O)(=O)N2CCC[C@H](C(=O)Nc3ccc4c(c3)OCCO4)C2)cc1

---

Calculated relative energies: arrangement w 0.0184; arrangement x 0.0000, given in hartree

---

Arrangement w

Computed, not measured: a 3-piece molecular cluster, C5H14O2 overall, with the ωB97M-V functional and the def2-TZVPD basis.

Last column: Löwdin spin population.
Geometry (Å):
C 1.373 -0.957 1.981  0.01
C 2.275 -0.373 0.853  0.05
C 1.475 0.795 0.137  0.29
C 1.542 0.801 -1.237  0.48
C 0.993 1.928 0.940  0.06
H 2.039 -1.393 2.711  0.00
H 0.855 -0.114 2.465  0.00
H 0.616 -1.692 1.701  0.00
H 3.233 -0.118 1.314  0.02
H 2.572 -0.992 0.023  0.00
H 0.786 1.230 -1.891  0.02
H 2.124 0.198 -1.904  0.03
H 1.742 2.605 1.362  0.02
H 0.321 2.560 0.395  0.00
H 0.405 1.608 1.828  0.02
H -6.652 -0.420 -2.043  0.00
H -5.413 -1.208 -1.884  0.00
O -6.368 -1.298 -1.758  0.00
H -1.037 -0.981 -0.887  0.00
H -1.291 -1.312 -2.451  0.00
O -1.593 -0.869 -1.655  0.01

Values from the calculation:
Multiplicity: 2
Charge: +1
LUMO energy (alpha / beta), eV: -5.288 / -8.763
Kohn-Sham gap (alpha / beta), eV: 7.9 / 4.4

---

Arrangement x

Computed, not measured: a 3-piece molecular cluster, C5H14O2 overall, with the ωB97M-V functional and the def2-TZVPD basis.

Last column: Löwdin spin population.
Geometry (Å):
C 0.073 0.170 2.711  0.01
C -0.475 0.198 1.283  0.07
C 0.078 -0.873 0.468  0.33
C 0.062 -1.001 -0.938  0.37
C -0.062 -2.303 -1.589  0.07
H -0.318 1.003 3.283  0.00
H 1.169 0.227 2.709  0.00
H -0.264 -0.729 3.214  0.00
H -0.379 1.182 0.810  0.02
H -1.549 -0.044 1.356  0.03
H 0.766 -1.554 0.987  0.01
H -0.391 -0.126 -1.415  0.02
H 0.291 -3.107 -0.926  0.00
H 0.449 -2.331 -2.547  0.02
H -1.137 -2.478 -1.745  0.03
H -1.958 2.781 -1.258  0.00
H -0.548 2.183 -1.568  0.00
O -1.457 1.966 -1.327  0.00
H 1.640 0.913 -0.868  0.01
H 2.446 2.109 -1.442  0.00
O 1.564 1.814 -1.195  0.01

Values from the calculation:
Multiplicity: 2
Charge: +1
LUMO energy (alpha / beta), eV: -5.012 / -8.039
Kohn-Sham gap (alpha / beta), eV: 9.9 / 6.9

---

Calculated relative energies: arrangement w 0.0418; arrangement x 0.0000, given in hartree

---

Arrangement w

Computed, not measured: an isolated molecule of HNO2S, with the ωB97M-V functional and the def2-TZVPD basis.

Last column: natural (NBO) charge in e.
Geometry (Å):
N -0.558 0.038 -0.672  -1.06
S 0.248 0.777 -1.673  2.28
O -0.307 0.980 -2.953  -0.83
O 1.602 1.330 -1.470  -0.84
H -0.123 -0.285 0.365  0.45

Values from the calculation:
LUMO energy, eV: -0.320
Kohn-Sham gap, eV: 11.3
SMILES string: N=S(=O)=O

---

Arrangement x

Computed, not measured: an isolated molecule of HNO2S, with the ωB97M-V functional and the def2-TZVPD basis.

Last column: natural (NBO) charge in e.
Geometry (Å):
N -0.327 0.108 1.079  -1.04
S 0.313 0.131 -0.258  2.32
O 1.705 0.301 -0.429  -0.82
O -0.445 -0.226 -1.406  -0.86
H -1.245 -0.315 1.014  0.41

Values from the calculation:
LUMO energy, eV: -0.549
Kohn-Sham gap, eV: 11.3
SMILES string: N=S(=O)=O

---

Calculated relative energies: arrangement w 0.0164; arrangement x 0.0000, given in hartree